Record 1
Formula: C24H46F5N2O3P
Source: the Open Molecules 2025 dataset
Level of theory: ωB97M-V/def2-TZVPD

```
! wB97M-V def2-TZVPD RIJCOSX def2/J DEFGRID3
* xyz 0 3
C 9.6423 0.5468 -1.4641
O 9.0466 0.1724 -2.7551
C 8.7210 -1.2595 -2.8329
C 7.0897 -1.5595 -3.0258
C 6.2765 -1.6833 -1.6060
P 4.4469 -1.0849 -1.7094
C 4.2694 0.7673 -1.2714
F 4.6492 1.0906 0.1523
F 2.8627 1.2729 -1.4913
C 5.2089 1.7143 -2.2802
F 4.9885 1.2470 -3.6684
F 4.7880 3.1535 -2.2057
F 6.6026 1.6018 -1.7922
H 10.7738 0.8510 -1.6722
H 9.5439 -0.2536 -0.6166
H 9.1133 1.5306 -1.0439
H 9.1909 -1.9191 -1.9770
H 9.2155 -1.6596 -3.8432
H 6.6291 -0.7656 -3.7571
H 7.0460 -2.6336 -3.5448
H 6.8165 -1.1979 -0.6844
H 6.2140 -2.8502 -1.3631
H 3.6875 -1.7826 -0.6775
C 1.9265 1.5577 2.4339
C 1.4536 0.1049 2.7221
C 0.5080 -0.3804 1.5872
C -0.8842 0.2492 1.6426
C -1.5071 0.0790 3.0209
C -0.5945 0.5851 4.1685
N 0.8047 0.0465 4.0763
O 0.7682 -1.3020 4.4755
C -0.5683 2.1373 4.1611
C -1.2754 0.2430 5.5345
C 2.7713 -0.7374 2.6463
H 2.8828 1.5837 1.8938
H 1.2229 2.1186 1.8133
H 2.0962 2.1208 3.3591
H 0.3922 -1.4714 1.6394
H 0.9570 -0.1700 0.6076
H -0.8327 1.3101 1.3753
H -1.5247 -0.2214 0.8893
H -2.4704 0.6064 3.0439
H -1.7422 -0.9835 3.1690
H 0.1339 2.5235 4.9093
H -1.5563 2.5478 4.4055
H -0.3087 2.5679 3.1947
H -1.4800 -0.8269 5.6503
H -2.2425 0.7513 5.6292
H -0.6519 0.5665 6.3774
H 3.4779 -0.4292 3.4266
H 3.2690 -0.6064 1.6807
H 2.5935 -1.8125 2.7497
C -4.6867 0.0964 0.2368
C -4.8238 -0.9698 -0.8866
C -3.9500 -0.5685 -2.1086
C -4.5326 0.5882 -2.9212
C -5.9760 0.3077 -3.3148
C -6.8753 -0.0648 -2.1073
N -6.2732 -1.1382 -1.2459
O -6.4046 -2.3584 -1.9336
C -7.1522 1.2052 -1.2583
C -8.2919 -0.4559 -2.6427
C -4.2043 -2.2603 -0.2526
H -3.9025 -0.1623 0.9613
H -4.4194 1.0849 -0.1456
H -5.6086 0.1902 0.8226
H -3.8283 -1.4301 -2.7788
H -2.9393 -0.2984 -1.7758
H -4.4663 1.5227 -2.3540
H -3.9285 0.7380 -3.8222
H -6.3820 1.1885 -3.8306
H -5.9847 -0.5044 -4.0541
H -7.7173 0.9582 -0.3519
H -7.7508 1.9316 -1.8226
H -6.2512 1.7418 -0.9635
H -8.2600 -1.2783 -3.3657
H -8.7627 0.3885 -3.1607
H -8.9573 -0.7472 -1.8204
H -4.7835 -2.5838 0.6210
H -3.1771 -2.0830 0.0805
H -4.1518 -3.0957 -0.9578
*
```

Summary:
⟨S²⟩: 2.010
HOMO level (alpha / beta) (Ha): -0.3345 / -0.3554
DFT total energy (eV): -57623.35335
Molecular weight (g mol⁻¹): 536.61
Kohn-Sham gap (alpha / beta) (eV): 9.460 / 9.389

Löwdin atomic charge list, values in e, 2 entries:
1. C -0.130
2. O -0.254

***

Record 2
Formula: C24H46FNO15S5
Source: the Open Molecules 2025 dataset
Level of theory: ωB97M-V/def2-TZVPD

```
! wB97M-V def2-TZVPD RIJCOSX def2/J DEFGRID3
* xyz 0 1
C 1.0976 -0.9317 1.0571
N 0.3423 0.1784 0.5038
O -0.0871 0.0125 -0.6673
O 0.3178 1.2183 1.1163
H 0.5721 -1.3379 1.9214
H 1.9517 -0.5415 1.6105
H 1.2282 -1.7294 0.3259
C -0.6150 2.0671 2.4590
C -1.9300 1.3367 2.5230
C -3.1807 2.2068 2.0110
S -2.5832 3.9641 2.0562
O -3.3620 4.7458 2.9512
O -2.4093 4.3820 0.6609
C -0.9745 3.5282 2.8499
H -0.3081 2.0302 1.4137
H 0.2233 1.6452 3.0134
H -2.1182 0.8796 3.4945
H -1.8292 0.4944 1.8385
H -4.0827 2.2423 2.6220
H -3.4076 1.9044 0.9887
H -1.3370 3.4897 3.8771
H -0.1743 4.2623 2.7561
C -1.8192 -0.9561 -0.6151
C -2.5800 0.0987 0.1406
C -3.6228 -0.5303 1.0932
S -3.5498 -2.4066 0.8338
O -4.8254 -2.9616 0.5379
O -2.6959 -2.9774 1.8819
C -2.6491 -2.2868 -0.7607
H -0.8850 -1.1444 -0.0861
H -1.5323 -0.6088 -1.6076
H -3.0563 0.8135 -0.5304
H -1.8926 0.6701 0.7643
H -4.6765 -0.3174 0.9133
H -3.5629 -0.2605 2.1476
H -3.3599 -2.3649 -1.5833
H -2.1096 -3.2282 -0.8646
C 3.5896 1.9979 1.6803
C 2.2660 2.6440 1.2848
C 1.9153 3.7718 2.2469
S 2.4177 2.9360 3.9187
O 1.3025 2.3148 4.6625
O 3.0634 3.9791 4.6157
C 3.4742 1.5719 3.1431
H 4.4523 2.6591 1.5993
H 3.7590 1.0984 1.0883
H 1.4783 1.9030 1.4215
H 2.1341 3.1441 0.3253
H 0.8986 4.1162 2.4360
H 2.6732 4.5548 2.2711
H 2.9393 0.6225 3.1642
H 4.4557 1.4344 3.5968
C -0.9415 -0.1516 -3.6955
C 0.3159 -0.5392 -4.5391
C 0.4593 -2.1530 -4.4853
S -0.2170 -2.7555 -2.9025
O 0.8766 -2.9633 -1.9777
O -1.1612 -3.8133 -3.1336
C -1.0187 -1.1142 -2.5022
H -1.7826 -0.0786 -4.3849
H -1.0371 0.8541 -3.2861
H 1.2827 -0.1781 -4.1885
H 0.2377 -0.3081 -5.6015
H 1.3367 -2.7003 -4.8299
H -0.3234 -2.3714 -5.2117
H -0.4994 -0.7046 -1.6358
H -1.9799 -1.2880 -2.0184
C 2.2164 0.8790 -0.8854
C 1.5530 -0.1018 -1.9294
C 2.4964 -0.1878 -3.0623
S 3.0984 1.5774 -3.1936
O 2.1570 2.2809 -4.0641
O 4.5664 1.7087 -3.2583
C 2.5038 2.1895 -1.5297
H 3.1036 0.4291 -0.4395
H 1.6872 0.9631 0.0638
H 0.6040 0.2943 -2.2906
H 1.1478 -1.0485 -1.5721
H 2.2970 -0.7193 -3.9928
H 3.2386 -0.7464 -2.4921
H 1.5891 2.6996 -1.8318
H 3.1496 2.9689 -1.1254
C -1.1917 -5.3731 1.1661
C -0.3138 -5.6991 -0.0857
O -0.2972 -4.3973 -0.5719
C -0.1623 -3.4804 0.4167
O 0.1668 -2.3217 0.2990
O -0.6415 -4.1747 1.6038
F -1.1040 -6.5811 -0.8171
H -1.2666 -6.0880 1.9855
H -2.1956 -5.1112 0.8321
H 0.7138 -6.0296 0.0655
*
```

Summary:
Relative energy (zero: lowest compared OMol25 entry of this formula, charge and spin) (eV): 33.473
HOMO level (Ha): -0.3044
DFT total energy (eV): -114690.73859
Molecular weight (g mol⁻¹): 767.96
Kohn-Sham gap (eV): 6.725

Löwdin atomic charge list, values in e, 2 entries:
1. C 0.038
2. N -0.236